(1)
Entry from the Open Molecules 2025 dataset: a structure of composition C4H11MnO2 at a distorted geometry (ωB97M-V/def2-TZVPD).

Structure (XYZ):
```
18
Properties=species:S:1:pos:R:3:forces:R:3:lowdin_spin:R:1
H 2.3716 1.8687 -3.2668 -1.593 -0.797 2.019 0.00
C 1.4888 1.3877 -2.1582 5.133 2.818 -6.160 0.00
H 1.2994 2.4459 -1.9457 -0.514 -0.700 0.372 0.00
H 2.4139 0.9731 -1.7392 -0.977 -0.278 0.383 0.00
H 0.9381 0.8674 -2.9521 -0.173 -0.013 1.051 0.00
O 0.3160 0.7463 -0.7373 -2.216 -0.612 2.582 0.15
C 0.3698 -0.6526 -0.5249 -0.081 -0.292 -0.145 0.02
C -0.0568 -0.9886 0.8917 0.807 -0.779 -0.087 0.01
O -1.2664 -0.2580 1.1646 -0.502 -0.476 0.445 0.08
C -1.9420 -0.6518 2.3592 -0.308 -0.291 0.644 0.01
Mn -1.1383 1.4560 0.2534 0.659 0.817 -1.057 4.71
H 1.3892 -1.0439 -0.6702 -0.157 0.272 -0.028 0.00
H -0.2827 -1.1640 -1.2533 0.149 0.063 0.226 0.00
H 0.7032 -0.6856 1.6274 -0.203 -0.035 -0.161 0.00
H -0.2550 -2.0642 0.9934 -0.048 0.256 0.054 0.00
H -2.8180 -0.0054 2.4696 0.152 -0.189 0.018 0.00
H -2.2577 -1.6982 2.2664 0.052 0.282 0.046 0.00
H -1.2731 -0.5330 3.2221 -0.179 -0.046 -0.202 0.00
```
Positions in Å, forces in eV/Å.

Its multiplicity is 6. The calculation puts the HOMO-LUMO gap (spin up / spin down) at 5.21 / 5.16 eV. The total charge is +1.

---

(2)
Entry from the Open Molecules 2025 dataset: an isolated molecule of C18H23N3O2 at a distorted geometry (ωB97M-V/def2-TZVPD).

Structure (XYZ):
```
46
Properties=species:S:1:pos:R:3:forces:R:3:nbo_charge:R:1
C 0.9653 0.1034 4.2218 0.074 -0.126 0.157 -0.25
O 0.3958 0.9430 3.2491 -0.141 0.136 -0.264 -0.50
C -0.4604 0.3976 2.3394 -0.106 0.021 -0.073 0.31
C -0.8446 -0.9355 2.3062 0.263 0.112 0.295 -0.32
C -1.7347 -1.3615 1.3322 -0.147 0.059 -0.155 -0.18
C -2.2362 -0.4794 0.3991 -0.049 -0.085 0.081 -0.23
C -1.8390 0.8582 0.4092 -0.149 -0.030 0.330 -0.03
C -2.3829 1.7506 -0.6731 -0.055 0.188 0.073 -0.06
C -2.1815 3.2728 -0.5376 -0.052 -0.193 -0.003 -0.43
C -2.3253 3.7816 -1.9794 0.025 -0.007 -0.067 -0.43
C -2.3430 2.4924 -2.8345 -0.170 0.108 -0.173 -0.22
N -1.8467 1.4107 -1.9998 0.007 -0.221 -0.118 -0.42
C -0.4006 1.2743 -2.0289 -0.152 0.037 -0.125 -0.28
C 0.0296 -0.0379 -1.4797 0.712 -0.325 0.383 0.54
N 0.9655 -0.2436 -0.6028 0.000 0.528 -0.192 -0.51
C 0.9810 -1.6021 -0.4806 -0.478 0.058 -0.393 0.33
C 1.9212 -2.3267 0.4070 0.176 -0.042 -0.214 -0.44
C 3.3088 -2.3228 -0.2040 -0.106 -0.007 0.147 -0.22
C 4.2423 -3.4607 0.0741 0.162 0.024 0.130 -0.42
C 3.6323 -3.3061 -1.2862 -0.021 0.049 -0.151 -0.42
N 0.1123 -2.1861 -1.2553 0.380 -1.104 0.453 -0.17
O -0.5101 -1.1747 -1.9222 -0.216 0.786 -0.406 -0.28
C -0.9643 1.2865 1.3886 -0.064 0.019 0.126 -0.21
H 1.6088 0.7431 4.8239 -0.030 -0.089 -0.012 0.20
H 1.5697 -0.6890 3.7676 -0.035 0.012 0.012 0.17
H 0.2012 -0.3470 4.8643 0.031 0.002 -0.037 0.18
H -0.4659 -1.6479 3.0222 0.056 -0.028 0.102 0.22
H -2.0306 -2.3996 1.3046 -0.022 -0.085 -0.010 0.22
H -2.9185 -0.8222 -0.3638 -0.064 -0.044 -0.094 0.22
H -3.4626 1.5589 -0.7491 0.085 0.050 0.057 0.20
H -1.1870 3.4981 -0.1566 0.014 0.028 0.070 0.20
H -2.9127 3.7081 0.1399 0.036 0.042 0.086 0.22
H -3.2433 4.3498 -2.1189 0.016 0.066 -0.033 0.21
H -1.4884 4.4212 -2.2572 -0.032 0.071 0.012 0.21
H -1.7577 2.5823 -3.7486 -0.036 -0.061 -0.028 0.20
H -3.3709 2.2411 -3.1109 0.040 0.079 -0.062 0.20
H 0.1417 2.0516 -1.4715 0.055 -0.087 -0.067 0.20
H -0.0839 1.3096 -3.0765 0.001 0.082 0.101 0.23
H 1.9427 -1.8228 1.3753 -0.073 -0.086 0.036 0.23
H 1.5639 -3.3488 0.5302 0.015 -0.038 0.083 0.23
H 3.7337 -1.3302 -0.2871 0.100 -0.036 -0.049 0.22
H 5.2934 -3.2466 0.1947 0.068 0.043 -0.031 0.21
H 3.8897 -4.2655 0.7009 -0.105 -0.062 0.051 0.21
H 4.2650 -2.9882 -2.1006 0.069 0.053 -0.016 0.22
H 2.8595 -3.9994 -1.5811 -0.121 -0.059 0.026 0.22
H -0.6325 2.3092 1.4556 0.038 0.160 -0.036 0.21
```
Positions in Å, forces in eV/Å.

Its structure (SMILES) is COc1cccc([C@H]2CCCN2Cc2nc(CC3CC3)no2)c1. Its multiplicity is 1. The calculation puts the HOMO-LUMO gap at 9.27 eV.

---

(3)
Entry from the Open Molecules 2025 dataset: a structure of composition C3H5NO3 at a distorted geometry (ωB97M-V/def2-TZVPD).

Structure (XYZ):
```
12
Properties=species:S:1:pos:R:3:forces:R:3:nbo_charge:R:1
O 1.7421 -0.4174 0.1129 1.464 0.794 0.481 -0.54
C 0.5964 -0.4017 -0.1978 -0.727 -3.270 -1.123 0.65
N 0.0322 0.5497 -1.1437 1.273 -0.958 2.654 -0.98
C -0.5266 1.4384 0.4894 0.552 1.681 0.824 1.01
O 0.4510 2.3650 0.2551 -2.553 -1.273 1.177 -0.65
O -1.2168 1.1311 1.4412 2.848 1.148 -4.710 -0.46
C -0.2995 -1.6479 0.3263 -2.242 4.479 -0.207 -0.75
H 0.1996 0.0601 -2.0469 -1.865 0.647 0.272 0.43
H 0.8365 2.1843 -0.6630 -0.875 -0.723 0.954 0.56
H -1.2959 -1.0741 0.5019 0.916 -1.492 -0.930 0.22
H -0.4216 -2.4141 -0.4650 0.314 0.205 1.056 0.25
H -0.0973 -1.7733 1.3897 0.895 -1.239 -0.447 0.24
```
Positions in Å, forces in eV/Å.

Its multiplicity is 1. The calculation puts the HOMO-LUMO gap at 8.89 eV.

---

(4)
Entry from the Open Molecules 2025 dataset: a structure of composition C27H52Cl8NO2P at a distorted geometry (ωB97M-V/def2-TZVPD).

Structure (XYZ):
```
91
Properties=species:S:1:pos:R:3:forces:R:3:mulliken_charge:R:1
C 5.4617 -1.7166 3.1138 -0.282 -0.586 0.028 -0.53
C 5.3398 -3.2818 2.5571 4.403 -3.153 1.936 0.57
O 6.3165 -4.1300 2.9588 -6.622 5.150 -2.955 -0.53
O 4.2359 -3.6781 1.6680 3.264 1.044 1.004 -0.33
C 4.7466 -3.6620 0.2604 0.678 -1.677 -0.029 -0.58
P 4.6492 -1.8780 -0.4763 -0.542 0.712 -0.762 0.44
C 4.4066 -0.1433 -1.2442 -0.068 1.135 -1.338 -0.80
C 2.8912 0.5020 -0.9699 1.410 0.919 -0.947 -0.48
C 3.0409 1.7010 0.1446 -0.817 0.405 0.174 0.01
C 1.9754 1.5746 1.4090 0.569 1.589 0.036 -0.63
C 0.5273 2.2628 0.9851 -0.458 0.109 0.887 -0.26
C -0.7763 1.3628 1.5002 0.293 -0.006 -0.170 -0.57
C -2.0010 1.4045 0.4058 -0.743 0.181 0.223 -0.47
C -3.3194 2.2802 0.9294 1.290 -0.284 1.164 0.34
C -4.3389 1.3295 1.7909 -0.218 0.944 0.616 -0.79
C -5.8182 1.1059 1.1247 -0.064 -1.217 0.677 -0.61
C -5.8189 0.2714 -0.2941 -0.607 1.168 -0.328 -0.25
C -7.0985 -0.7501 -0.4057 0.244 -0.142 -1.825 -0.74
N -6.9469 -2.0529 0.3486 -0.133 -4.165 3.121 0.28
C -8.0372 -2.7048 1.1761 2.034 -3.659 1.305 -0.37
C -7.5867 -4.1424 1.8333 2.800 4.448 -3.413 -0.42
C -6.0340 -4.3237 1.3241 -2.142 6.918 -2.345 -0.13
C -5.7478 -2.9749 0.4301 -1.745 -2.477 2.114 -0.36
H 4.5127 -1.0689 2.8399 2.088 -1.424 0.553 0.11
H 6.4575 -1.2421 2.6818 -2.200 -1.102 0.725 0.23
H 5.5982 -1.7751 4.2826 -0.339 0.007 -2.430 0.31
H 5.8717 -4.0226 0.2915 -2.236 0.446 -0.222 0.33
H 4.0904 -4.4025 -0.4060 1.340 1.437 1.769 0.34
H 6.0965 -1.8485 -0.6349 -0.645 0.095 0.048 -0.07
H 3.8811 -2.4125 -1.6003 0.310 0.059 0.535 -0.02
H 4.0101 -1.3907 0.7431 0.270 -0.512 -0.358 -0.13
H 4.5498 -0.2635 -2.4174 -0.195 0.222 2.302 0.22
H 5.2637 0.5871 -0.8942 -1.795 -1.232 -0.594 0.34
H 2.5952 1.0185 -2.0039 0.393 -1.247 2.326 0.29
H 2.0863 -0.3098 -0.7142 1.560 1.510 -0.265 0.31
H 4.1622 1.8222 0.5317 -2.475 -0.491 -0.825 0.41
H 2.7581 2.7196 -0.4100 0.659 -2.182 1.300 -0.43
H 2.4260 2.2576 2.2734 -0.940 -1.622 -1.657 0.25
H 1.8737 0.4851 1.8330 0.133 2.030 -1.032 0.30
H 0.4981 2.4601 -0.1772 -0.063 -0.610 2.308 0.20
H 0.4053 3.3242 1.5128 0.537 -2.205 -1.283 0.11
H -0.3582 0.2676 1.7014 -1.161 2.196 -0.604 0.31
H -1.2109 1.7462 2.5363 1.110 -0.683 -2.105 0.28
H -2.3847 0.3009 0.2531 0.866 2.200 -0.158 0.20
H -1.6414 1.9231 -0.5860 -0.529 -1.396 1.820 0.23
H -2.8672 3.0845 1.6825 -1.359 -2.074 -1.844 -0.18
H -3.8107 2.8761 0.0507 0.695 -1.292 1.621 -0.01
H -3.7759 0.3267 2.0739 -1.417 1.875 -0.804 0.33
H -4.5205 1.8869 2.8279 0.279 -1.250 -2.144 0.28
H -6.4138 2.1199 1.0157 1.420 -1.981 0.115 0.27
H -6.4419 0.4467 1.8916 1.286 1.370 -1.492 0.32
H -5.9737 1.0901 -1.1492 0.299 -1.930 1.645 0.29
H -4.7957 -0.2538 -0.5491 -2.145 0.859 0.779 0.16
H -8.1312 -0.2537 -0.1300 2.284 -0.989 -0.230 0.30
H -7.1826 -1.0480 -1.5591 0.117 0.664 2.418 0.26
H -9.1369 -2.3591 1.4047 2.683 -0.070 -1.030 0.27
H -8.1740 -4.8972 2.5250 1.054 2.291 -1.745 0.23
H -5.3073 -5.2359 1.5479 -0.943 4.055 -1.219 0.33
H -4.6955 -2.7952 -0.0805 -2.777 0.009 1.030 0.19
Cl -7.6682 -9.3086 0.5995 -0.009 0.047 -0.010 -0.19
C -5.9809 -8.9885 1.0719 0.307 -0.010 0.138 -0.39
C -5.8883 -8.1632 2.3455 -0.204 -0.455 0.299 -0.52
Cl -6.4474 -6.4894 2.1039 -0.868 -4.870 1.275 -0.19
H -5.4815 -8.4937 0.2334 -0.187 -0.010 0.185 0.31
H -5.5053 -9.9621 1.2246 -0.097 0.171 0.043 0.31
H -4.8468 -8.1042 2.6752 -0.120 -0.030 -0.128 0.30
H -6.4771 -8.6044 3.1558 0.108 -0.039 -0.233 0.33
Cl -0.9071 5.1769 -1.8521 -0.030 -0.046 0.096 -0.10
C -2.5429 5.5976 -1.2866 -0.235 0.088 0.039 -0.44
C -2.5236 6.2696 0.0770 -0.103 0.263 -0.228 -0.50
Cl -2.0455 5.1458 1.3736 0.364 0.730 -0.044 -0.13
H -3.1445 4.6837 -1.2774 0.188 0.163 0.081 0.13
H -2.9692 6.2779 -2.0302 0.084 -0.039 0.185 0.36
H -3.5249 6.6329 0.3267 0.126 -0.126 -0.086 0.31
H -1.8378 7.1225 0.0968 -0.077 -0.263 -0.053 0.38
Cl 5.0243 2.8194 -3.2702 -0.314 -0.012 0.049 -0.10
C 5.1158 4.5329 -2.7923 0.033 0.240 0.062 -0.56
C 3.9602 4.9401 -1.8922 0.312 0.065 0.143 -0.24
Cl 2.4059 4.9612 -2.7619 0.023 -0.081 0.000 -0.19
H 5.1502 5.1381 -3.7032 -0.109 -0.160 0.173 0.37
H 6.0639 4.6628 -2.2615 -0.179 -0.038 0.012 0.30
H 4.1238 5.9530 -1.5125 0.023 -0.139 -0.139 0.39
H 3.8603 4.2674 -1.0345 0.056 0.108 -0.293 0.12
Cl 8.3947 0.0092 -2.6031 -0.055 0.026 0.029 -0.17
C 8.6872 0.5882 -4.2620 0.062 0.078 -0.294 -0.48
C 9.3636 1.9496 -4.2837 0.216 -0.204 -0.119 -0.48
Cl 8.2857 3.2451 -3.7071 0.233 0.025 0.004 -0.14
H 7.7287 0.6056 -4.7896 0.167 0.090 0.194 0.29
H 9.3291 -0.1535 -4.7471 -0.031 0.181 0.105 0.35
H 9.6477 2.2072 -5.3084 -0.118 -0.097 0.138 0.30
H 10.2679 1.9607 -3.6671 -0.272 -0.042 -0.056 0.33
```
Positions in Å, forces in eV/Å.

Its multiplicity is 1. The calculation puts the HOMO-LUMO gap at 7.90 eV.

---

Number 1: DFT total energy -1460.0459 Eh. Number 2: DFT total energy -1014.3755 Eh. Number 3: DFT total energy -397.6393 Eh. Number 4: DFT total energy -5287.4510 Eh.